{"formula": "C55H35I4N6ReS2SeSi", "method": "ωB97M-V with the def2-TZVPD basis set", "lumo_ha": [0.0490, 0.0113], "total_charge": -1, "spin_multiplicity": 2, "e_homo_ha": [-0.1559, -0.1551], "max_force_ev_per_a": 0.4, "total_energy_ha": -7201.994849, "e_above_lowest_kcal_mol": 0.00, "symbols": ["Re", "I", "C", "C", "C", "C", "C", "C", "C", "C", "C", "C", "C", "C", "C", "C", "C", "C", "I", "C", "C", "C", "N", "C", "C", "C", "C", "C", "C", "I", "C", "C", "C", "C", "C", "C", "N", "C", "C", "C", "C", "C", "N", "C", "C", "C", "C", "I", "C", "C", "C", "C", "N", "H", "H", "H", "H", "H", "H", "H", "H", "H", "H", "H", "H", "H", "H", "H", "H", "H", "H", "H", "H", "H", "H", "H", "H", "S", "C", "C", "C", "C", "N", "C", "C", "C", "S", "C", "N", "H", "H", "C", "Si", "C", "C", "Se", "H", "H", "H", "H", "H", "H", "H", "H", "H"], "xyz": [[-0.24806, -0.32626, -0.33876], [0.81876, 8.77341, -4.08225], [0.56006, 6.83746, -3.33287], [0.38540, 6.64814, -1.97148], [0.21598, 5.35998, -1.48325], [0.21737, 4.26224, -2.33733], [0.40214, 4.47751, -3.70063], [0.56979, 5.75898, -4.20477], [0.05747, 2.88789, -1.79239], [1.19146, 2.02449, -1.89937], [2.46899, 2.31116, -2.37543], [3.28610, 1.21231, -2.05357], [2.47513, 0.29678, -1.41248], [2.76348, -0.97844, -0.65463], [4.24198, -1.20738, -0.46280], [4.87559, -1.08915, 0.76697], [6.24313, -1.30139, 0.89110], [6.98453, -1.62862, -0.23018], [9.04286, -1.94913, -0.05538], [6.37542, -1.74176, -1.47126], [5.01064, -1.52941, -1.58062], [2.01486, -2.15779, -1.17917], [0.67515, -2.09609, -1.04364], [0.18248, -3.33424, -1.38995], [-1.16439, -3.68936, -1.15827], [-1.51283, -5.12777, -1.33478], [-1.64766, -5.68108, -2.60362], [-1.95393, -7.02539, -2.76395], [-2.11820, -7.82203, -1.64111], [-2.57881, -9.84903, -1.87642], [-1.97816, -7.29480, -0.36698], [-1.67500, -5.94816, -0.22298], [-2.13287, -2.83103, -0.71068], [-3.48319, -3.21094, -0.39549], [-4.13042, -2.10510, 0.03406], [-3.20164, -1.00545, -0.04056], [-1.98663, -1.45587, -0.46545], [-3.54079, 0.33894, 0.17909], [-2.74362, 1.41303, -0.19498], [-3.25882, 2.73876, -0.49773], [-2.27955, 3.42133, -1.11393], [-1.11196, 2.56121, -1.17819], [-1.42564, 1.33947, -0.55417], [-4.92027, 0.65981, 0.64270], [-6.03727, 0.43958, -0.15933], [-7.31054, 0.78471, 0.27085], [-7.47099, 1.36248, 1.52095], [-9.38548, 1.89882, 2.17229], [-6.37810, 1.59008, 2.34166], [-5.11178, 1.23552, 1.89623], [1.25022, -4.16764, -1.77470], [2.41396, -3.41672, -1.63953], [1.19424, 0.76738, -1.33900], [0.38628, 7.49162, -1.29421], [0.08196, 5.19754, -0.42012], [0.41144, 3.62783, -4.37229], [0.70333, 5.91383, -5.26688], [2.77966, 3.22787, -2.85037], [4.34622, 1.11966, -2.22963], [4.30642, -0.81794, 1.64781], [6.71911, -1.20783, 1.85761], [6.95779, -1.99351, -2.34730], [4.53152, -1.61182, -2.54824], [-1.51392, -5.04999, -3.47378], [-2.06370, -7.44543, -3.75458], [-2.09579, -7.91973, 0.50790], [-1.55897, -5.52849, 0.76963], [-3.88322, -4.20654, -0.50168], [-5.15277, -2.03569, 0.36809], [-4.26982, 3.06493, -0.31139], [-2.33843, 4.41017, -1.53999], [-5.90457, -0.00073, -1.14045], [-8.16688, 0.61246, -0.36716], [-6.50763, 2.03565, 3.31871], [-4.24999, 1.39988, 2.53163], [1.16969, -5.19775, -2.08302], [3.42391, -3.74568, -1.82628], [-0.86594, -0.49872, 2.03996], [0.09848, -1.94898, 2.31963], [-0.38070, -3.07281, 2.97579], [0.38136, -4.24146, 3.01900], [-0.18444, -5.41799, 3.62425], [-0.65869, -6.35632, 4.08877], [1.65230, -4.28553, 2.44232], [2.16602, -3.14362, 1.82011], [1.38627, -2.01251, 1.75657], [1.79676, -0.51474, 0.89316], [2.43379, -5.48949, 2.46682], [3.05976, -6.45352, 2.48462], [-1.37559, -3.06587, 3.40011], [3.14651, -3.18101, 1.36654], [-2.15045, 3.85464, 2.85295], [-0.39987, 3.93478, 3.49200], [0.38956, 5.57240, 3.02317], [-0.40808, 3.74241, 5.35411], [0.90611, 2.35150, 2.50748], [-2.73309, 4.70725, 3.21538], [-2.64662, 2.93981, 3.18590], [-2.17287, 3.85673, 1.76154], [-0.24357, 6.39735, 3.36440], [0.51056, 5.65994, 1.94238], [1.37182, 5.68458, 3.48515], [-1.06158, 4.48535, 5.82191], [0.59691, 3.85783, 5.76402], [-0.77136, 2.75016, 5.62944]], "atomic_forces_ev_per_a": [[-0.126, -0.355, -0.185], [-0.003, -0.012, 0.004], [0.006, -0.009, -0.006], [-0.010, -0.004, 0.005], [-0.003, 0.062, 0.028], [0.028, -0.024, -0.040], [0.007, -0.010, 0.009], [-0.008, 0.000, 0.002], [-0.006, -0.014, -0.038], [0.001, -0.027, 0.035], [0.011, 0.023, 0.019], [0.057, 0.014, 0.032], [-0.045, -0.012, -0.044], [-0.025, -0.025, -0.035], [0.012, 0.007, -0.015], [-0.017, -0.001, -0.016], [0.008, -0.003, 0.000], [0.003, 0.005, 0.011], [-0.015, 0.002, -0.002], [-0.015, 0.000, -0.020], [0.016, -0.011, 0.010], [0.033, -0.018, -0.008], [-0.020, 0.010, 0.051], [0.025, -0.034, 0.077], [0.007, 0.031, -0.008], [0.013, 0.013, -0.024], [-0.010, 0.004, 0.009], [0.001, 0.005, 0.009], [0.001, 0.005, -0.009], [0.001, 0.012, 0.002], [0.007, 0.011, 0.008], [-0.001, -0.025, 0.011], [0.049, -0.038, -0.031], [-0.052, 0.044, 0.038], [0.012, -0.076, -0.006], [-0.036, 0.087, 0.031], [0.047, 0.051, 0.013], [0.032, -0.043, -0.031], [0.032, -0.009, -0.004], [0.018, 0.025, -0.006], [-0.048, -0.002, 0.055], [0.037, 0.046, 0.041], [-0.119, 0.194, 0.059], [-0.004, 0.018, 0.040], [-0.014, 0.008, -0.024], [-0.004, -0.006, -0.007], [0.010, -0.005, 0.001], [0.011, -0.005, -0.001], [0.011, -0.003, -0.003], [-0.008, -0.023, 0.005], [-0.027, 0.018, -0.006], [0.005, -0.005, 0.029], [0.042, -0.015, -0.101], [-0.003, -0.003, -0.005], [0.024, -0.012, -0.017], [0.003, 0.008, 0.000], [0.003, -0.001, 0.005], [-0.007, -0.005, 0.005], [-0.017, -0.006, -0.009], [0.000, 0.003, 0.001], [-0.004, -0.001, -0.004], [-0.005, 0.003, 0.006], [0.002, 0.000, 0.006], [0.001, -0.006, 0.004], [0.002, 0.003, 0.003], [0.001, -0.001, -0.007], [0.000, 0.001, -0.012], [0.008, 0.006, 0.005], [0.011, 0.011, -0.014], [0.001, -0.011, 0.002], [0.000, -0.013, 0.015], [0.003, 0.008, 0.005], [0.003, 0.001, 0.001], [0.001, 0.001, -0.003], [-0.017, 0.004, -0.014], [0.003, 0.011, 0.004], [-0.012, 0.005, 0.002], [-0.006, 0.043, -0.062], [0.043, 0.040, -0.005], [0.003, -0.069, 0.018], [-0.099, 0.022, 0.050], [0.028, 0.003, -0.046], [-0.007, 0.027, 0.012], [0.101, 0.005, -0.029], [-0.003, -0.058, 0.023], [-0.001, 0.058, -0.040], [0.114, 0.057, 0.125], [-0.074, -0.005, -0.007], [0.027, 0.029, 0.004], [0.002, 0.007, 0.003], [0.001, 0.010, 0.000], [-0.080, -0.028, -0.051], [0.086, -0.127, -0.019], [-0.050, 0.053, 0.041], [-0.046, 0.043, 0.034], [-0.065, 0.016, -0.001], [0.003, -0.017, 0.006], [0.049, 0.010, 0.014], [0.010, 0.022, 0.013], [0.027, 0.000, -0.002], [-0.009, -0.006, 0.008], [0.003, -0.009, -0.015], [0.021, -0.011, 0.001], [-0.009, -0.010, -0.011], [0.007, 0.009, -0.005]]}